The following is a quantum chemistry calculation of a single C5H8N2O molecule at a distorted geometry, from OMol25.

XYZ file:
```
16
Properties=species:S:1:pos:R:3:lowdin_charge:R:1
C -1.164 -0.704 -1.492 -0.03
C 0.046 0.130 -1.039 -0.42
C 0.988 -0.773 -0.262 -0.26
C -0.819 0.458 1.148 -0.14
C -0.068 1.117 0.129 -0.27
H -1.352 -1.283 -0.410 0.14
H -0.830 -1.319 -2.275 0.04
H -2.108 -0.198 -1.953 0.11
H 1.975 -0.324 -0.581 0.14
H 1.221 -1.876 -0.439 0.16
H -1.591 0.839 1.913 0.14
H 1.130 0.913 0.538 0.18
H 1.265 1.760 -1.013 0.18
N -0.259 -0.559 1.847 0.10
N 0.137 1.632 -1.228 0.13
O 0.905 -0.924 1.122 -0.19
```

- HOMO energy (Eh) = -0.332
- net charge = 0
- relative energy (zero: lowest compared OMol25 entry of this formula, charge and spin) (kJ/mol) = 888.2